1.
ORCA calculation (ωB97M-V/def2-TZVPD) on a structure of composition C19H14BrN3O4Pd in a non-equilibrium geometry.

As for the relative energy (zero: lowest compared OMol25 entry of this formula, charge and spin): 95.72 kJ/mol. Its LUMO energy (alpha / beta) is -0.9 / -3.6 eV. The value obtained for the total energy is -106108.5823 eV. Its multiplicity is 3. The value obtained for the molecular weight is 534.7 g mol⁻¹. The HOMO-LUMO gap (alpha / beta) comes out at 7.318 / 4.556 eV.

Geometry (Å):
Pd: 11.212 4.915 11.222
O: 15.158 5.285 14.803
C: 15.778 5.405 13.612
C: 17.211 5.452 13.558
C: 17.867 5.321 12.371
C: 17.268 5.718 11.229
C: 15.899 5.907 11.237
C: 15.124 5.701 12.378
C: 13.689 5.643 12.272
O: 13.185 5.474 11.108
N: 13.023 5.535 13.420
N: 11.711 5.368 13.188
C: 10.870 5.966 13.984
C: 9.436 5.994 13.704
C: 8.630 6.825 14.522
C: 7.242 6.820 14.417
C: 6.649 5.911 13.481
C: 7.410 5.153 12.595
C: 8.825 5.189 12.709
O: 9.435 4.392 11.939
H: 14.121 5.271 14.588
H: 17.644 5.441 14.581
H: 18.928 5.053 12.413
H: 17.719 5.942 10.252
H: 15.386 6.128 10.295
H: 11.347 6.349 14.887
H: 9.082 7.323 15.412
H: 6.646 7.387 15.157
H: 5.582 5.876 13.404
H: 6.861 4.454 11.950
O: 8.567 4.927 6.545
C: 9.747 4.661 7.166
C: 10.881 4.152 6.500
C: 12.027 4.044 7.246
N: 12.153 4.262 8.603
C: 11.073 4.628 9.201
Br: 10.961 7.635 10.855
C: 9.805 4.829 8.541
H: 8.720 5.388 5.726
H: 10.737 3.818 5.431
H: 12.950 3.685 6.833
H: 8.846 5.021 9.066

Cartesian forces (eV/Å) of the 3 atoms listed first:
2.27 1.02 -0.98
-1.42 -0.34 -0.97
1.03 1.78 -0.69

***

2.
ORCA calculation (ωB97M-V/def2-TZVPD) on an isolated molecule of C19H14ClN3O in a non-equilibrium geometry.

The SMILES is C#CC1(C(=O)Nc2cccc(-c3c[nH]c4ncc(Cl)c-4c3)c2)CC1. As for the relative energy (zero: lowest compared OMol25 entry of this formula, charge and spin): 311.71 kJ/mol. Its LUMO energy is -0.2 eV. The value obtained for the total energy is -38966.1572 eV. The value obtained for the molecular weight is 335.8 g mol⁻¹. The HOMO-LUMO gap comes out at 7.946 eV.

Geometry (Å):
O: 1.661 2.969 0.150
Cl: 0.488 -4.273 4.880
C: 0.145 5.845 -2.221
C: 0.870 4.872 -2.226
N: -0.734 -6.189 1.483
C: 1.371 2.712 -1.019
C: -0.934 -4.972 1.113
C: -0.153 -6.137 2.769
C: -0.861 -2.654 2.005
C: -0.050 -4.809 3.229
C: -0.589 -4.019 2.166
C: -1.438 -2.171 0.749
C: -1.794 -3.068 -0.227
C: -1.852 1.558 1.410
C: -2.105 0.160 1.494
C: -0.947 2.008 0.417
C: -0.559 -0.218 -0.372
C: -1.486 -0.676 0.565
C: -0.329 1.168 -0.413
N: -1.593 -4.451 -0.001
N: 0.614 1.629 -1.287
C: 3.319 3.950 -2.079
C: 2.660 3.133 -3.178
C: 1.787 3.738 -2.099
H: -0.438 6.743 -2.202
H: 0.149 -7.018 3.342
H: -0.521 -2.044 2.866
H: -2.292 -2.652 -1.090
H: -2.244 2.377 2.013
H: -2.830 -0.250 2.315
H: -0.709 3.053 0.476
H: -0.052 -0.853 -1.064
H: -1.949 -5.113 -0.727
H: 0.380 1.553 -2.229
H: 3.695 4.919 -2.518
H: 3.809 3.396 -1.295
H: 2.757 3.735 -4.099
H: 2.756 2.049 -3.095

Cartesian forces (eV/Å) of the 3 atoms listed first:
0.06 -0.20 -1.20
-0.57 -0.47 -2.00
0.85 -0.99 -0.05

***

3.
ORCA calculation (ωB97M-V/def2-TZVPD) on a structure of composition C19H14N2O2RhS5 in a non-equilibrium geometry.

As for the relative energy (zero: lowest compared OMol25 entry of this formula, charge and spin): 0.00 kJ/mol. The net charge is -1. Its LUMO energy (alpha / beta) is 2.4 / 1.1 eV. The value obtained for the total energy is -84190.8396 eV. Its multiplicity is 5. The value obtained for the molecular weight is 565.6 g mol⁻¹. The HOMO-LUMO gap (alpha / beta) comes out at 6.050 / 5.749 eV.

Geometry (Å):
Rh: -0.277 0.116 -0.173
O: -1.078 -1.162 -1.620
C: -1.730 -2.232 -1.298
C: -1.740 -3.322 -2.214
C: -2.432 -4.479 -1.954
C: -3.132 -4.618 -0.742
C: -3.120 -3.594 0.159
C: -2.448 -2.373 -0.074
C: -2.496 -1.392 0.970
N: -2.006 -0.226 0.940
C: -2.074 0.560 2.176
C: -0.674 1.087 2.557
N: -0.024 1.548 1.337
C: 0.378 2.753 1.234
C: 0.852 3.376 0.025
C: 1.535 4.602 0.189
C: 1.987 5.340 -0.877
C: 1.721 4.855 -2.166
C: 1.037 3.692 -2.367
C: 0.569 2.887 -1.285
O: -0.087 1.817 -1.548
H: -1.185 -3.214 -3.135
H: -2.426 -5.282 -2.680
H: -3.666 -5.537 -0.530
H: -3.647 -3.695 1.104
H: -2.959 -1.714 1.908
H: -2.483 -0.039 2.997
H: -2.735 1.419 2.023
H: -0.075 0.275 2.976
H: -0.749 1.900 3.294
H: 0.346 3.388 2.127
H: 1.713 4.964 1.196
H: 2.522 6.267 -0.726
H: 2.065 5.421 -3.026
H: 0.829 3.322 -3.363
S: 6.295 -3.774 0.525
C: 4.878 -2.929 0.409
S: 4.637 -1.557 -0.619
C: 2.971 -1.183 -0.206
C: 2.395 -2.064 0.752
S: 0.834 -1.979 1.317
S: 3.455 -3.327 1.323
S: 2.221 0.104 -0.937

Cartesian forces (eV/Å) of the 3 atoms listed first:
1.31 -0.40 -1.27
-0.45 -0.89 -0.38
0.42 0.98 -0.29

***

4.
ORCA calculation (ωB97M-V/def2-TZVPD) on a structure of composition C19H15AsBrI2O9S6Ti.

As for the relative energy (zero: lowest compared OMol25 entry of this formula, charge and spin): 0.00 kJ/mol. The net charge is -2. Its LUMO energy (alpha / beta) is 3.2 / 3.2 eV. The value obtained for the total energy is -273592.5706 eV. Its multiplicity is 2. The value obtained for the molecular weight is 1036.2 g mol⁻¹. The HOMO-LUMO gap (alpha / beta) comes out at 5.684 / 5.705 eV.

Geometry (Å):
Ti: 0.191 -0.087 -0.071
O: -0.483 -0.815 4.198
As: 0.855 -0.139 3.288
O: 2.282 -0.628 3.875
O: 0.436 -0.582 1.711
C: 0.707 1.779 3.619
C: 1.403 2.159 4.761
C: 1.386 3.477 5.197
C: 0.682 4.432 4.482
C: 0.000 4.069 3.329
C: 0.013 2.752 2.901
S: -0.868 2.330 1.408
O: -1.706 1.205 1.770
O: -1.535 3.526 0.958
O: 0.243 1.912 0.498
H: -1.238 -0.954 3.606
H: 1.976 1.408 5.292
H: 1.930 3.755 6.092
H: 0.666 5.463 4.815
H: -0.548 4.794 2.743
S: 5.604 -3.617 3.657
C: 4.460 -3.199 2.529
S: 3.070 -4.139 2.181
C: 2.374 -3.111 0.945
C: 3.001 -1.922 0.736
S: 2.645 -0.636 -0.372
S: 4.432 -1.688 1.712
S: 1.135 -3.809 -0.061
I: -1.076 -3.406 0.949
I: -4.079 -2.752 2.339
C: -3.220 -1.261 -1.715
C: -2.935 0.003 -0.976
C: -4.086 0.711 -0.339
O: -1.800 0.447 -0.867
H: -4.101 -1.146 -2.348
H: -3.470 -2.015 -0.958
H: -2.350 -1.588 -2.278
H: -4.917 0.807 -1.039
H: -3.775 1.672 0.060
H: -4.416 0.062 0.481
Br: 0.693 -1.129 -8.650
C: 0.604 -0.893 -6.760
C: 0.889 0.352 -6.226
C: 0.820 0.518 -4.851
C: 0.465 -0.547 -4.034
C: 0.187 -1.789 -4.591
C: 0.256 -1.970 -5.964
C: 0.375 -0.356 -2.554
O: 0.710 0.739 -2.036
O: -0.052 -1.302 -1.839
H: 1.162 1.174 -6.873
H: 1.039 1.472 -4.389
H: -0.076 -2.605 -3.931
H: 0.044 -2.933 -6.409

Cartesian forces (eV/Å) of the 3 atoms listed first:
0.43 0.24 -0.38
0.11 0.07 -0.05
-0.41 0.06 0.25

***

5.
ORCA calculation (ωB97M-V/def2-TZVPD) on an isolated molecule of C19H15BrN6OS in a non-equilibrium geometry.

The SMILES is C=CCn1c(SCn2nnc3ccccc3c2=O)nnc1-c1ccc(Br)cc1. As for the relative energy (zero: lowest compared OMol25 entry of this formula, charge and spin): 0.00 kJ/mol. Its LUMO energy is -0.1 eV. The value obtained for the total energy is -111810.7529 eV. The value obtained for the molecular weight is 455.3 g mol⁻¹. The HOMO-LUMO gap comes out at 8.819 eV.

Geometry (Å):
C: 3.093 -1.968 2.485
C: 2.556 -1.330 1.463
C: 2.644 0.159 1.278
N: 1.349 0.724 0.990
C: 0.356 0.942 1.906
N: -0.681 1.493 1.337
N: -0.400 1.644 0.045
C: 0.809 1.178 -0.178
C: 1.420 1.167 -1.496
C: 2.192 0.101 -1.952
C: 2.729 0.126 -3.226
C: 2.485 1.216 -4.045
C: 1.698 2.273 -3.618
C: 1.164 2.243 -2.346
H: 0.540 3.049 -1.992
H: 1.505 3.107 -4.275
Br: 3.234 1.252 -5.795
H: 3.326 -0.699 -3.583
H: 2.349 -0.769 -1.335
S: 0.447 0.438 3.574
C: -0.590 -1.122 3.443
N: -1.305 -1.163 2.218
N: -0.570 -1.534 1.159
N: -0.986 -1.438 -0.004
C: -2.219 -0.891 -0.268
C: -2.612 -0.710 -1.597
C: -3.831 -0.133 -1.867
C: -4.675 0.270 -0.831
C: -4.299 0.101 0.483
C: -3.068 -0.484 0.777
C: -2.608 -0.637 2.153
O: -3.222 -0.380 3.161
H: -4.927 0.415 1.302
H: -5.626 0.723 -1.065
H: -4.139 0.015 -2.892
H: -1.939 -1.017 -2.382
H: -1.287 -1.096 4.279
H: 0.108 -1.956 3.501
H: 3.311 0.409 0.447
H: 3.026 0.626 2.191
H: 1.986 -1.859 0.712
H: 3.018 -3.036 2.585
H: 3.638 -1.450 3.257

Cartesian forces (eV/Å) of the 3 atoms listed first:
0.10 -0.09 -0.02
0.05 0.17 -0.12
0.51 -0.28 0.10

***

6.
ORCA calculation (ωB97M-V/def2-TZVPD) on a structure of composition C19H15CdN8O2 in a non-equilibrium geometry.

As for the relative energy (zero: lowest compared OMol25 entry of this formula, charge and spin): 37.17 kJ/mol. The net charge is +1. Its LUMO energy is -3.6 eV. The value obtained for the total energy is -40520.9310 eV. The value obtained for the molecular weight is 499.8 g mol⁻¹. The HOMO-LUMO gap comes out at 6.953 eV.

Geometry (Å):
Cd: 0.576 0.492 -0.370
O: -2.252 -2.965 1.143
C: -3.327 -2.449 0.527
C: -4.463 -3.252 0.418
C: -5.592 -2.792 -0.222
C: -5.616 -1.507 -0.761
C: -4.510 -0.696 -0.649
C: -3.343 -1.144 -0.013
C: -2.173 -0.284 0.107
O: -1.075 -0.723 0.601
N: -2.317 1.008 -0.216
N: -1.204 1.690 -0.167
C: -1.102 2.942 0.123
C: 0.205 3.490 0.417
C: 0.389 4.853 0.691
C: 1.619 5.297 1.135
C: 2.643 4.372 1.311
C: 2.393 3.047 0.997
N: 1.220 2.613 0.558
H: -1.570 -2.263 1.199
H: -4.423 -4.240 0.848
H: -6.457 -3.436 -0.308
H: -6.505 -1.156 -1.261
H: -4.517 0.304 -1.053
H: -1.977 3.560 0.296
H: -0.434 5.538 0.563
H: 1.780 6.340 1.362
H: 3.609 4.667 1.685
H: 3.160 2.292 1.130
N: 5.078 0.503 -0.660
C: 4.020 1.205 -1.098
N: 2.952 0.438 -1.080
C: 3.419 -0.764 -0.628
N: 4.709 -0.739 -0.371
C: 2.580 -1.940 -0.527
C: 3.111 -3.198 -0.223
N: 2.346 -4.268 -0.165
C: 1.062 -4.118 -0.441
C: 0.520 -2.871 -0.750
N: 1.274 -1.781 -0.776
H: 6.046 0.778 -0.546
H: 4.060 2.226 -1.419
H: 4.166 -3.314 -0.023
H: 0.450 -5.007 -0.405
H: -0.527 -2.748 -0.978

Cartesian forces (eV/Å) of the 3 atoms listed first:
0.99 -0.45 0.05
0.25 -0.17 0.23
-0.27 0.36 -0.31